[1]
The following is a DFT calculation (ωB97M-V/def2-TZVPD) of a 8-piece molecular cluster, C19H44F10N8O21S10 overall.

Results
**E_HOMO**: -5.1345 eV
**Total energy**: -210859.758 eV
**LUMO**: 2.582 eV
**Max |F|**: 0.13572 Eh/bohr
**Net charge**: -2

Cartesian coordinates (Å):
1 C -16.9769 -8.8810 -7.8245
2 C -16.8979 -10.1207 -6.9979
3 O -16.0985 -11.0043 -7.0557
4 N -18.0949 -10.3098 -6.1261
5 H -17.7559 -10.0813 -5.1656
6 H -18.8328 -9.6049 -6.3778
7 C -18.7413 -11.6580 -6.2629
8 H -16.9372 -7.9809 -7.1993
9 H -17.8474 -8.8963 -8.4836
10 H -16.0873 -8.8041 -8.4490
11 H -18.0426 -12.3443 -6.7305
12 H -19.6790 -11.4675 -6.7769
13 H -18.9519 -12.1075 -5.2925
14 C -16.4370 -9.3333 1.9421
15 C -17.4683 -8.1984 1.9325
16 C -17.3862 -7.3781 0.6608
17 N -18.6640 -6.6149 0.3640
18 C -18.8879 -5.5761 1.4195
19 C -19.9460 -7.4887 0.3017
20 C -20.6711 -7.0990 -0.9870
21 C -19.5851 -6.6166 -1.9119
22 C -18.5684 -5.9601 -1.0123
23 H -16.3505 -9.8634 2.8978
24 H -15.3775 -9.2163 1.7033
25 H -16.7713 -10.1510 1.2946
26 H -17.2038 -7.5953 2.8068
27 H -18.4522 -8.6350 2.0969
28 H -17.3611 -8.0828 -0.1695
29 H -16.6014 -6.6289 0.6130
30 H -17.9900 -4.9689 1.4856
31 H -19.0948 -6.1820 2.3015
32 H -19.8041 -5.0169 1.2455
33 H -20.6044 -7.3382 1.1522
34 H -19.5754 -8.5100 0.2562
35 H -21.5022 -6.3997 -0.8311
36 H -21.2853 -7.9129 -1.3811
37 H -19.9201 -5.9999 -2.7433
38 H -19.1318 -7.5004 -2.3657
39 H -18.7069 -4.8876 -0.8764
40 H -17.5687 -6.0974 -1.4246
41 C -10.7341 -13.3842 -2.6653
42 C -12.1238 -13.9988 -2.4097
43 C -13.0796 -13.4326 -3.4550
44 N -14.5085 -13.8687 -3.2812
45 C -15.0780 -13.4370 -1.9602
46 C -14.6523 -15.3720 -3.5352
47 C -15.9689 -15.5625 -4.2723
48 C -16.5744 -14.1596 -4.5032
49 C -15.3601 -13.2548 -4.3750
50 H -9.9881 -13.6392 -1.9120
51 H -10.7370 -12.2981 -2.7352
52 H -10.3361 -13.8535 -3.5725
53 H -12.3433 -13.6121 -1.4121
54 H -12.0879 -15.0873 -2.3983
55 H -12.7363 -13.6467 -4.4699
56 H -13.0732 -12.3394 -3.4583
57 H -16.1022 -13.7967 -1.8701
58 H -15.1098 -12.3514 -2.0281
59 H -14.5182 -13.8681 -1.1373
60 H -14.6489 -15.8095 -2.5355
61 H -13.7684 -15.8065 -3.9964
62 H -16.6075 -16.2385 -3.7092
63 H -15.7364 -16.0030 -5.2440
64 H -17.2749 -14.0464 -3.6735
65 H -17.1311 -14.0163 -5.4232
66 H -15.6531 -12.2209 -4.2043
67 H -14.7445 -13.3688 -5.2673
68 N -20.2318 -8.7145 -6.6870
69 S -21.0784 -8.3894 -7.9308
70 O -20.3049 -8.0578 -9.1049
71 O -22.3856 -7.8277 -7.7443
72 F -21.4709 -9.9377 -8.2913
73 S -20.0987 -7.1207 -6.1609
74 O -21.0174 -6.7023 -5.1366
75 O -19.6977 -6.0730 -7.0632
76 F -18.7504 -7.3844 -5.3621
77 N -21.8574 -11.8445 2.1797
78 S -21.2076 -10.8832 1.2005
79 O -22.0628 -10.2647 0.2133
80 O -19.8457 -11.1148 0.7936
81 F -20.9458 -9.6097 2.1965
82 S -22.0522 -13.1912 1.1708
83 O -21.3939 -13.2226 -0.0933
84 O -23.4137 -13.6139 1.2835
85 F -21.2407 -14.2357 2.0522
86 N -10.8244 -9.1473 -0.0693
87 S -9.7332 -9.7241 -1.0253
88 O -9.1049 -8.7362 -1.8815
89 O -9.8548 -11.0476 -1.5796
90 F -8.5919 -9.9984 0.1113
91 S -12.1574 -9.7058 -0.9724
92 O -12.5964 -11.0343 -0.6228
93 O -12.2298 -9.2584 -2.3417
94 F -13.1951 -8.6980 -0.2842
95 N -15.9430 -3.9292 -7.6525
96 S -16.6498 -4.3941 -6.3874
97 O -16.6041 -5.7794 -6.0238
98 O -17.8755 -3.7350 -6.0296
99 F -15.6197 -3.7175 -5.3687
100 S -17.1414 -4.2095 -8.7849
101 O -18.0172 -3.0945 -9.0350
102 O -17.5731 -5.5699 -9.0237
103 F -16.1835 -4.0375 -10.0795
104 N -17.3077 -10.0812 -3.4542
105 S -16.0773 -9.2292 -3.0730
106 O -14.8182 -9.9079 -3.1183
107 O -16.3679 -8.1759 -2.1236
108 F -16.0367 -8.3596 -4.4220
109 S -17.8057 -10.4444 -1.9376
110 O -18.7803 -9.5958 -1.3586
111 O -16.7588 -10.9155 -1.0636
112 F -18.6333 -11.7919 -2.2595


[2]
The following is a DFT calculation (ωB97M-V/def2-TZVPD) of a 3-piece molecular cluster, C19H44FNO3PS overall.

Results
**E_HOMO**: -12.9380 eV
**Total energy**: -50884.775 eV
**LUMO**: -3.129 eV
**Max |F|**: 0.01318 Eh/bohr
**Net charge**: +1

Cartesian coordinates (Å):
1 C -1.0778 3.0634 0.0124
2 P -2.1467 2.2288 1.2209
3 O -3.5243 2.9946 0.7592
4 C -2.3802 0.6187 0.2960
5 N -2.7879 0.7357 -1.1544
6 C -4.2399 0.4803 -1.5308
7 C -5.1755 -0.1130 -0.4503
8 O -5.4663 -1.4503 -0.7742
9 C -6.5313 0.5901 -0.4296
10 C -6.5052 2.1071 -0.3451
11 F -7.1036 2.6424 -1.4736
12 O -4.6691 -0.0266 0.8668
13 C -3.3158 -0.3050 1.0638
14 S -2.7733 -2.0120 0.6778
15 H -0.1065 2.5764 -0.0597
16 H -1.5460 3.1834 -0.9686
17 H -0.9285 4.0681 0.4112
18 H -4.1271 3.0520 1.5052
19 H -1.3839 0.1642 0.3038
20 H -2.1984 0.1170 -1.7088
21 H -2.5454 1.6794 -1.4562
22 H -4.6271 1.4133 -1.9339
23 H -4.2271 -0.2204 -2.3640
24 H -4.6713 -1.9294 -1.0213
25 H -7.0321 0.2021 0.4601
26 H -7.1157 0.2525 -1.2824
27 H -5.4958 2.5174 -0.3176
28 H -7.0522 2.4830 0.5153
29 H -3.1251 -0.1203 2.1216
30 H -3.8793 -2.7191 0.9386
31 C 3.0276 -5.5597 -1.1815
32 C 1.7126 -5.0406 -0.6077
33 C 0.8236 -4.3562 -1.6452
34 C 1.4372 -3.1166 -2.2990
35 C 1.8553 -2.0197 -1.3226
36 C 0.6979 -1.4488 -0.5130
37 H 3.6461 -4.7516 -1.5750
38 H 3.6094 -6.0719 -0.4154
39 H 2.8449 -6.2684 -1.9912
40 H 1.9196 -4.3569 0.2209
41 H 1.1573 -5.8767 -0.1764
42 H -0.1298 -4.0902 -1.1758
43 H 0.5784 -5.0753 -2.4321
44 H 0.7126 -2.7034 -3.0097
45 H 2.3051 -3.4064 -2.8950
46 H 2.3211 -1.2077 -1.8873
47 H 2.6208 -2.3925 -0.6385
48 H -0.0693 -1.0349 -1.1814
49 H 1.0486 -0.6461 0.1422
50 H 0.2272 -2.2060 0.1153
51 C 3.8280 1.5488 -0.7835
52 C 4.1124 0.9128 0.5734
53 C 3.2996 1.5229 1.7143
54 C 3.5598 3.0087 1.9695
55 C 5.0153 3.3606 2.2710
56 C 5.5559 2.6877 3.5292
57 H 4.0947 2.6060 -0.8016
58 H 4.4003 1.0542 -1.5691
59 H 2.7670 1.4614 -1.0374
60 H 5.1807 0.9798 0.7903
61 H 3.8811 -0.1551 0.5177
62 H 3.4906 0.9560 2.6289
63 H 2.2317 1.3893 1.4976
64 H 2.9369 3.3297 2.8108
65 H 3.2251 3.5937 1.1072
66 H 5.0913 4.4443 2.3856
67 H 5.6479 3.1026 1.4175
68 H 4.9567 2.9554 4.4017
69 H 6.5829 2.9969 3.7231
70 H 5.5545 1.6003 3.4404


[3]
The following is a DFT calculation (ωB97M-V/def2-TZVPD) of a 3-piece molecular cluster, C19H44IN3O10P3 overall.

Results
**E_HOMO**: -12.2819 eV
**Total energy**: -81327.142 eV
**LUMO**: -3.998 eV
**Max |F|**: 0.01118 Eh/bohr
**Net charge**: +1

Cartesian coordinates (Å):
1 C 1.7704 -1.4053 3.2768
2 C 1.6997 -0.1453 2.4050
3 C 0.9894 -0.3644 1.0717
4 C 0.7136 0.9483 0.3195
5 C 0.8823 0.8756 -1.1954
6 C -0.1747 -0.0185 -1.8704
7 C 0.2907 -1.4494 -2.1685
8 C -0.6047 -2.1539 -3.2011
9 C -2.0241 -2.3458 -2.6600
10 C -2.0958 -3.4898 -1.6518
11 C -3.3181 -3.4770 -0.7083
12 C -3.4667 -2.1405 -0.0841
13 N -2.8677 -1.7263 1.0047
14 N -3.1992 -0.4312 1.1289
15 C -4.0218 -0.0056 0.1820
16 P -4.7861 1.6370 -0.1868
17 O -5.9321 1.4723 0.9536
18 I -3.0393 2.9485 0.8593
19 N -4.1912 -1.0911 -0.5890
20 O -4.9651 -1.2035 -1.7032
21 H 2.7688 -1.5541 3.6856
22 H 1.0942 -1.3534 4.1302
23 H 1.5334 -2.3011 2.6992
24 H 2.7044 0.2326 2.2064
25 H 1.1802 0.6513 2.9493
26 H 1.6130 -1.0012 0.4368
27 H 0.0565 -0.9139 1.2510
28 H 1.3826 1.7114 0.7279
29 H -0.3072 1.2765 0.5407
30 H 1.8784 0.4890 -1.4257
31 H 0.8107 1.8832 -1.6079
32 H -0.5407 0.4427 -2.7930
33 H -1.0420 -0.0549 -1.1916
34 H 0.3031 -2.0227 -1.2385
35 H 1.3054 -1.3818 -2.5642
36 H -0.1798 -3.1067 -3.5227
37 H -0.6585 -1.4899 -4.0681
38 H -2.3078 -1.3939 -2.2081
39 H -2.7395 -2.5257 -3.4659
40 H -2.1209 -4.4265 -2.2100
41 H -1.2005 -3.5098 -1.0290
42 H -4.2374 -3.7964 -1.1962
43 H -3.1155 -4.1735 0.1048
44 H -2.8218 0.1315 1.8819
45 H -6.6369 2.1287 0.8521
46 H -4.9426 -0.3423 -2.1536
47 C -0.0819 3.7890 4.8879
48 O -0.2223 3.3086 6.2252
49 P -0.1978 1.7504 6.4807
50 O 1.0047 1.0463 6.0330
51 O -1.5296 1.1553 5.8124
52 C -1.4585 0.5804 4.5139
53 O -0.5471 1.7543 8.0072
54 C -0.8538 0.5051 8.6499
55 H 0.4223 4.7498 4.9386
56 H 0.5178 3.1077 4.2806
57 H -1.0705 3.9217 4.4440
58 H -0.4275 0.3456 4.2461
59 H -1.8822 1.2798 3.7871
60 H -2.0418 -0.3408 4.5190
61 H -0.1199 -0.2548 8.3827
62 H -1.8540 0.1807 8.3678
63 H -0.8135 0.6905 9.7183
64 C 3.2378 3.1948 -5.3441
65 O 2.5762 1.9228 -5.3192
66 P 3.3933 0.6597 -4.8391
67 O 3.8930 0.7110 -3.4616
68 O 4.5211 0.3796 -5.9206
69 C 5.8636 0.8543 -5.7248
70 O 2.3168 -0.4454 -5.1606
71 C 2.7212 -1.8195 -5.1103
72 H 2.4882 3.9532 -5.1375
73 H 4.0183 3.2506 -4.5840
74 H 3.6631 3.3632 -6.3328
75 H 6.0327 1.1162 -4.6816
76 H 6.0329 1.7181 -6.3656
77 H 6.5410 0.0540 -6.0107
78 H 3.3242 -2.0097 -4.2209
79 H 3.2837 -2.0977 -5.9996
80 H 1.8093 -2.4082 -5.0558


[4]
The following is a DFT calculation (ωB97M-V/def2-TZVPD) of C19H44NO2P2PbS as an isolated structure.

Results
**E_HOMO**: -9.3649 eV
**Total energy**: -60654.067 eV
**LUMO**: -2.349 eV
**Max |F|**: 0.08155 Eh/bohr
**Net charge**: +1

Cartesian coordinates (Å):
1 Pb 0.2437 0.6480 0.3261
2 P -0.1389 0.7752 -2.5122
3 P 1.1462 -1.6010 1.7391
4 N 2.1902 -1.0185 -1.2077
5 C 1.1071 -0.2775 -3.3668
6 H 0.6200 -0.7109 -4.2558
7 H 1.9349 0.3589 -3.7384
8 C 1.7033 -1.4222 -2.5170
9 H 0.9709 -2.2277 -2.3643
10 H 2.5175 -1.8800 -3.1073
11 C 2.9099 -2.0398 -0.4228
12 H 3.7475 -1.5740 0.1092
13 H 3.3218 -2.7910 -1.1172
14 C 1.9659 -2.7373 0.5597
15 H 2.4993 -3.5061 1.1356
16 H 1.1643 -3.2347 0.0008
17 C 0.1623 -2.7668 2.7877
18 C -1.1919 -3.0482 2.1282
19 H -1.0797 -3.5993 1.1891
20 H -1.7584 -2.1282 1.9306
21 H -1.7920 -3.6659 2.8076
22 C 2.5447 -0.9774 2.7944
23 C 2.1141 0.1946 3.7057
24 H 2.8395 1.0148 3.6108
25 H 2.0964 -0.1077 4.7606
26 H 1.1247 0.6099 3.4590
27 C 0.4436 2.5271 -2.8082
28 C -0.5903 3.5448 -2.2967
29 H -0.1450 4.5482 -2.3301
30 H -0.8935 3.3590 -1.2557
31 H -1.4966 3.5789 -2.9171
32 C -1.7510 0.5483 -3.3963
33 C -2.9155 0.9453 -2.4738
34 H -3.8603 0.7100 -2.9829
35 H -2.9174 2.0211 -2.2528
36 H -2.8997 0.3949 -1.5267
37 C -1.0578 -1.2710 -0.7356
38 O -1.6770 -2.1557 -1.1351
39 C 3.2520 -2.1140 3.5468
40 H 2.7888 -3.1038 3.4168
41 H 4.2874 -2.1857 3.1845
42 H 3.3022 -1.8942 4.6207
43 C 0.9242 2.8298 -4.2315
44 H 0.7954 3.9008 -4.4451
45 H 1.9920 2.6040 -4.3534
46 H 0.3702 2.2674 -4.9935
47 C -1.8821 1.2249 -4.7605
48 H -2.8796 1.0010 -5.1661
49 H -1.8009 2.3175 -4.6944
50 H -1.1507 0.8481 -5.4844
51 C -0.0237 -2.2949 4.2325
52 H -0.4598 -1.2857 4.2750
53 H -0.7263 -2.9772 4.7305
54 H 0.9055 -2.3005 4.8157
55 H 0.7510 -3.7000 2.7701
56 H -1.7981 -0.5420 -3.5532
57 H 3.2539 -0.5841 2.0456
58 H 1.3234 2.5532 -2.1413
59 H 2.6544 -0.0492 -1.1708
60 H 2.2528 1.1781 -0.5232
61 C -4.2748 2.1579 1.7987
62 S -2.5576 2.6377 1.8965
63 C -2.2560 2.2196 3.6104
64 O -1.8409 1.5408 1.0976
65 H -4.7948 2.6307 2.6351
66 H -4.3700 1.0587 1.8319
67 H -4.6577 2.5544 0.8512
68 H -2.3385 1.1316 3.7652
69 H -1.2488 2.5774 3.8590
70 H -2.9954 2.7598 4.2101


[5]
The following is a DFT calculation (ωB97M-V/def2-TZVPD) of a 3-piece molecular cluster, C19H44NO9S2 overall.

Results
**E_HOMO**: -1.3199 eV
**Total energy**: -62000.617 eV
**LUMO**: 2.109 eV
**Max |F|**: 0.03295 Eh/bohr
**Net charge**: -1

Cartesian coordinates (Å):
1 C 1.2118 -2.4932 2.5746
2 O 0.0640 -3.3125 2.7479
3 C -0.4005 -3.8835 1.5368
4 C -1.6963 -3.2575 1.0289
5 C -1.6636 -1.7343 1.0386
6 C -0.9563 -1.1829 -0.2002
7 C -0.4783 0.2680 -0.0152
8 C 1.0467 0.4161 -0.2246
9 C 1.3790 1.0990 -1.5431
10 C 2.8716 1.2032 -1.8474
11 C 3.6109 -0.1695 -2.0564
12 N 4.6463 -0.5110 -1.1210
13 O 3.9022 -1.0439 0.0394
14 C 4.6197 -0.8786 1.2100
15 C 5.1863 0.4984 1.4709
16 C 6.3410 0.3679 2.4876
17 O 4.1935 1.3492 2.0630
18 H 0.9755 -1.5709 2.0474
19 H 1.6090 -2.2359 3.5491
20 H 1.9939 -2.9997 2.0085
21 H -0.5668 -4.9430 1.7288
22 H 0.3608 -3.8306 0.7598
23 H -2.5085 -3.5884 1.6722
24 H -1.8577 -3.5852 0.0048
25 H -1.1706 -1.3716 1.9324
26 H -2.6723 -1.3289 1.0484
27 H -1.6266 -1.2329 -1.0511
28 H -0.1210 -1.8503 -0.4114
29 H -0.6890 0.5309 1.0174
30 H -1.0170 0.9306 -0.6887
31 H 1.4749 0.9895 0.5869
32 H 1.4644 -0.5788 -0.2444
33 H 0.9132 0.5309 -2.3548
34 H 0.9195 2.0904 -1.5210
35 H 3.4057 1.8184 -1.1301
36 H 2.9456 1.7429 -2.8008
37 H 2.8243 -0.9389 -1.9615
38 H 4.0512 -0.1917 -3.0500
39 H 5.4303 -1.6200 1.3123
40 H 3.9238 -1.0742 2.0328
41 H 5.5932 0.9362 0.5707
42 H 7.2309 0.0624 1.9430
43 H 6.4885 1.2887 3.0362
44 H 6.0985 -0.4461 3.1680
45 H 3.9772 2.0577 1.4410
46 O -1.8780 -1.9444 -3.3558
47 S -2.5040 -0.9898 -4.2152
48 O -3.7405 -0.3744 -3.8392
49 O -2.6719 -1.6445 -5.6658
50 C -3.3200 -2.9254 -5.7380
51 C -4.8266 -2.8237 -5.5957
52 C -1.3399 0.2538 -4.6539
53 H -2.8934 -3.5959 -4.9900
54 H -3.0618 -3.3226 -6.7183
55 H -5.1084 -2.5038 -4.5935
56 H -5.2864 -3.7940 -5.7873
57 H -5.2290 -2.0946 -6.2992
58 H -0.4186 -0.2253 -4.9730
59 H -1.1643 0.8535 -3.7625
60 H -1.7638 0.8652 -5.4462
61 O -0.6747 3.0104 3.2414
62 S -2.0291 2.8485 3.6647
63 O -2.9722 2.1421 2.8560
64 O -2.6282 4.2886 4.0194
65 C -2.5129 5.3098 3.0116
66 C -3.5264 5.1419 1.8963
67 C -2.0610 2.1839 5.2949
68 H -1.4932 5.3291 2.6232
69 H -2.6819 6.2494 3.5352
70 H -3.3246 4.2467 1.3098
71 H -3.4921 6.0031 1.2281
72 H -4.5329 5.0485 2.3044
73 H -1.3744 2.7501 5.9177
74 H -1.7417 1.1469 5.2193
75 H -3.0772 2.2402 5.6759


[6]
The following is a DFT calculation (ωB97M-V/def2-TZVPD) of a 5-piece molecular cluster, C19H45BrO8 overall.

Results
**E_HOMO**: -9.2922 eV
**Total energy**: -106851.286 eV
**LUMO**: -1.374 eV
**Max |F|**: 0.04185 Eh/bohr
**SMILES**: O=C(OBr)OCCO.CCOCC.CCOCC.CCOCC.CCOCC

Cartesian coordinates (Å):
1 O 0.9268 1.7072 -1.3126
2 C 0.8981 2.1318 -2.4423
3 O 1.7619 3.1102 -2.8833
4 Br 1.3453 4.7492 -2.1966
5 O 0.1468 1.6118 -3.4211
6 C -0.9632 2.4511 -3.7843
7 C -2.0206 2.5381 -2.7095
8 O -3.1001 3.3119 -3.2334
9 H -1.3766 2.0591 -4.6938
10 H -0.6314 3.4569 -4.0055
11 H -1.6190 3.0541 -1.8490
12 H -2.4114 1.5711 -2.4527
13 H -2.7733 4.2039 -3.3043
14 C -6.0649 -2.2329 -3.7891
15 C -5.4401 -1.3538 -2.7192
16 O -4.6844 -0.2721 -3.2290
17 C -5.3865 0.6582 -4.0353
18 C -6.5393 1.3462 -3.3262
19 H -5.2967 -2.6257 -4.4557
20 H -6.5875 -3.0703 -3.3267
21 H -6.7868 -1.6873 -4.3980
22 H -4.7362 -1.9439 -2.1324
23 H -6.2047 -0.9929 -2.0219
24 H -5.7284 0.1818 -4.9615
25 H -4.6471 1.4058 -4.3209
26 H -7.3168 0.6426 -3.0254
27 H -6.9960 2.0840 -3.9861
28 H -6.1831 1.8547 -2.4298
29 C 3.2405 -2.4769 2.9185
30 C 3.2888 -3.0106 1.4969
31 O 2.1632 -2.6705 0.7094
32 C 1.9232 -1.2863 0.5362
33 C 3.0593 -0.5342 -0.1296
34 H 2.3423 -2.8275 3.4278
35 H 4.1134 -2.8175 3.4752
36 H 3.2370 -1.3866 2.9462
37 H 3.3038 -4.1006 1.5189
38 H 4.2131 -2.6927 1.0015
39 H 1.6655 -0.8229 1.4966
40 H 1.0328 -1.2215 -0.0890
41 H 3.9764 -0.5611 0.4629
42 H 2.7811 0.5092 -0.2665
43 H 3.2813 -0.9665 -1.1070
44 C 4.8732 2.7782 0.7218
45 C 4.7967 1.9699 2.0039
46 O 5.7331 0.9103 2.0723
47 C 7.0974 1.2796 2.0150
48 C 7.5383 2.2045 3.1367
49 H 4.7345 2.1277 -0.1424
50 H 4.0921 3.5393 0.7158
51 H 5.8319 3.2855 0.6042
52 H 3.8153 1.4977 2.0620
53 H 4.8859 2.6158 2.8847
54 H 7.3352 1.7167 1.0385
55 H 7.6499 0.3428 2.0802
56 H 7.0195 3.1632 3.1066
57 H 8.6073 2.4033 3.0579
58 H 7.3397 1.7481 4.1070
59 C -0.8271 -3.0842 2.3238
60 C -2.1791 -3.5884 2.7965
61 O -2.6943 -2.9017 3.9232
62 C -2.9029 -1.5130 3.7588
63 C -3.8812 -1.1571 2.6516
64 H -0.0958 -3.1427 3.1299
65 H -0.4685 -3.6824 1.4872
66 H -0.8695 -2.0462 1.9904
67 H -2.0896 -4.6282 3.1104
68 H -2.9045 -3.5711 1.9747
69 H -1.9475 -0.9972 3.6078
70 H -3.2967 -1.1676 4.7145
71 H -3.5238 -1.4729 1.6708
72 H -4.0309 -0.0776 2.6177
73 H -4.8450 -1.6370 2.8263